Density functional theory data (ωB97M-V/def2-TZVPD) for a cluster of 3 separate species, C3H10O3S in total in a non-equilibrium geometry.

Computed properties:
- Molecular weight: 126.18 g/mol
- Calculated total energy: -20249.13703 eV
- Energy above the lowest of the compared OMol25 structures with the same formula, charge and spin: 37.6 kcal/mol
- Frontier orbital gap: 9.5 eV
- LUMO level: 0.1 eV

```
17
Properties=species:S:1:pos:R:3:mulliken_charge:R:1
O 2.585 0.560 -1.109 -0.49
C 2.018 0.032 -0.143 -0.11
C 0.469 -0.227 -0.084 -0.16
C 0.249 -0.956 1.201 -0.96
S -1.506 -0.712 1.776 -0.21
H 2.596 -0.653 0.418 0.38
H -0.017 0.786 -0.238 0.27
H 0.074 -0.948 -0.846 0.30
H 0.787 -0.543 2.094 0.36
H 0.359 -1.944 1.173 0.47
H -2.047 -1.494 0.809 0.12
H 5.093 0.277 -3.604 0.30
H 4.323 0.309 -2.226 0.35
O 4.332 -0.085 -3.152 -0.62
H -5.120 1.581 0.018 0.29
H -6.191 2.626 -0.140 0.32
O -5.938 1.813 0.296 -0.61
```



Density functional theory data (ωB97M-V/def2-TZVPD) for a cluster of 2 separate species, C3H10O3SSi in total in a non-equilibrium geometry.

Computed properties:
- Molecular weight: 154.26 g/mol
- Calculated total energy: -28128.41976 eV
- Energy above the lowest of the compared OMol25 structures with the same formula, charge and spin: 55.7 kcal/mol
- Frontier orbital gap: 9.3 eV
- LUMO level: 0.3 eV

```
18
Properties=species:S:1:pos:R:3:mulliken_charge:R:1
C -2.879 0.692 -0.194 -1.17
C -1.539 0.902 0.537 -0.49
C -0.483 -0.082 0.031 -0.64
O 1.668 1.553 -0.610 -0.44
O 4.746 -0.127 0.968 -0.38
O 3.640 -0.190 -1.469 -0.58
Si 3.776 -0.705 -0.071 0.53
S 1.114 0.582 0.681 -0.06
H -2.719 1.208 -1.183 0.30
H -2.959 -0.334 -0.307 0.34
H -3.674 1.101 0.463 0.33
H -1.675 0.797 1.554 0.42
H -1.445 1.969 0.437 0.36
H -0.300 -0.035 -1.102 0.27
H -0.580 -1.076 0.250 0.52
H 5.103 0.749 0.806 0.36
H 2.446 1.068 -0.989 0.42
H 3.078 -1.697 0.752 -0.08
```



Density functional theory data (ωB97M-V/def2-TZVPD) for a cluster of 2 separate species, C3H10OS in total.

Computed properties:
- Molecular weight: 94.18 g/mol
- Calculated total energy: -16155.06027 eV
- Energy above the lowest of the compared OMol25 structures with the same formula, charge and spin: 18.6 kcal/mol
- Frontier orbital gap: 9.3 eV
- LUMO level: 0.8 eV

```
15
Properties=species:S:1:pos:R:3:mulliken_charge:R:1
C -0.193 0.406 -2.372 -0.39
O -1.205 -0.581 -2.509 -0.49
H -0.776 -1.435 -2.382 0.30
H -0.546 1.418 -2.524 0.26
H 0.275 0.375 -1.391 0.05
H 0.564 0.291 -3.162 0.27
C 0.114 -1.406 1.295 -0.72
C 0.309 1.296 1.945 -0.80
S 0.697 -0.325 2.601 -0.08
H 0.615 -2.363 1.435 0.34
H -0.971 -1.509 1.284 0.31
H 0.513 -1.120 0.328 0.11
H 1.068 1.745 1.320 0.27
H 0.127 1.941 2.809 0.29
H -0.589 1.268 1.323 0.26
```



Density functional theory data (ωB97M-V/def2-TZVPD) for a cluster of 2 separate species, C3H10OS in total in a non-equilibrium geometry.

Computed properties:
- Molecular weight: 94.18 g/mol
- Calculated total energy: -16155.66274 eV
- Energy above the lowest of the compared OMol25 structures with the same formula, charge and spin: 4.7 kcal/mol
- Frontier orbital gap: 9.8 eV
- LUMO level: 0.7 eV

```
15
Properties=species:S:1:pos:R:3:mulliken_charge:R:1
C 0.701 2.231 -0.436 -1.20
C 1.043 0.794 -0.845 -0.41
C 0.333 -0.229 0.029 -0.59
S 0.441 -1.948 -0.665 -0.21
H 0.925 2.941 -1.228 0.33
H 1.272 2.505 0.452 0.32
H -0.355 2.379 -0.207 0.34
H 0.655 0.631 -1.854 0.34
H 2.122 0.679 -0.815 0.29
H -0.721 -0.021 0.178 0.42
H 0.781 -0.267 1.023 0.35
H -0.136 -2.573 0.387 0.02
H -2.768 -2.558 0.626 0.33
H -1.724 -2.396 1.862 0.30
O -2.571 -2.169 1.493 -0.63
```